A 6-piece molecular cluster, C32H56FIN3O13 overall in a non-equilibrium geometry, computed with ωB97M-V/def2-TZVPD.

Computed properties:
- Multiplicity: 1
- Kohn-Sham gap: 7.53 eV
- Net charge: +1
- E: -75991.8933 eV

Each line ends with the Mulliken charge.
Atoms and positions in Å:
C: 9.337 0.608 -1.593  -1.0588
C: 7.916 0.766 -1.167  0.7104
O: 7.417 0.116 -0.310  -0.4471
O: 7.183 1.732 -1.822  -0.2907
C: 6.519 1.261 -2.995  -1.9619
C: 5.119 0.797 -2.697  0.2237
C: 4.044 1.714 -2.724  1.1473
C: 4.279 3.164 -3.016  -1.4094
N: 2.789 1.396 -2.502  -1.1613
N: 2.527 0.128 -2.197  1.1479
C: 1.113 -0.129 -1.966  -1.3472
C: 0.785 0.068 -0.500  0.4723
O: 1.417 0.760 0.205  -0.4714
I: -0.897 -1.048 0.163  0.0729
C: 3.451 -0.811 -2.099  0.7436
C: 3.045 -2.197 -1.673  -1.8212
C: 2.820 -3.116 -2.878  -0.3144
F: 2.332 -2.374 -3.948  -0.2693
C: 4.807 -0.524 -2.382  1.0263
N: 5.723 -1.567 -2.292  -0.4643
H: 9.961 1.232 -0.961  0.3204
H: 9.493 0.880 -2.632  0.3585
H: 9.613 -0.430 -1.460  0.3534
H: 7.099 0.480 -3.486  0.6576
H: 6.483 2.096 -3.678  0.5208
H: 4.801 3.636 -2.188  0.3133
H: 3.339 3.680 -3.155  0.4468
H: 4.881 3.271 -3.909  0.3792
H: 0.823 -1.114 -2.295  0.4955
H: 0.544 0.588 -2.549  0.5249
H: 2.206 -2.184 -0.989  0.3744
H: 3.887 -2.593 -1.111  0.5696
H: 2.151 -3.936 -2.640  0.3366
H: 3.759 -3.569 -3.184  0.3667
H: 5.500 -2.316 -2.936  0.1665
H: 6.660 -1.261 -2.503  0.2540
O: -0.851 0.185 -4.208  -0.6207
C: -1.183 -0.795 -4.829  0.7623
O: -2.456 -1.186 -4.772  -0.3441
C: -2.984 -2.268 -5.551  -0.4332
C: -2.703 -3.615 -4.919  -0.9033
C: -0.161 -1.603 -5.592  -0.8725
H: -2.627 -2.205 -6.580  0.3816
H: -4.056 -2.091 -5.577  0.3317
H: -1.633 -3.815 -4.847  0.2275
H: -3.161 -4.410 -5.506  0.3642
H: -3.110 -3.647 -3.909  0.2847
H: 0.379 -2.211 -4.877  0.1099
H: 0.528 -0.908 -6.065  0.3367
H: -0.568 -2.243 -6.370  0.3781
O: -3.786 -2.895 0.597  -0.6030
C: -4.661 -2.225 1.090  0.6786
O: -4.938 -1.037 0.535  -0.3694
C: -6.028 -0.208 0.971  -0.4178
C: -5.673 0.608 2.195  -0.9188
C: -5.393 -2.651 2.337  -0.5774
H: -6.925 -0.809 1.119  0.3780
H: -6.224 0.453 0.129  0.3451
H: -5.442 -0.022 3.054  0.2358
H: -6.503 1.259 2.468  0.3636
H: -4.796 1.224 1.994  0.3041
H: -4.760 -2.446 3.200  0.1818
H: -5.574 -3.722 2.276  0.3117
H: -6.355 -2.167 2.480  0.0994
O: 3.499 7.125 -2.407  -0.5623
C: 4.428 7.411 -1.705  0.7910
O: 5.606 6.793 -1.926  -0.3896
C: 6.821 7.128 -1.248  -0.4398
C: 6.911 6.482 0.120  -0.8965
C: 4.292 8.381 -0.555  -0.9767
H: 6.946 8.211 -1.204  0.3772
H: 7.612 6.744 -1.888  0.3277
H: 6.115 6.820 0.782  0.2815
H: 7.867 6.716 0.587  0.3676
H: 6.822 5.399 0.030  0.2227
H: 3.819 7.862 0.278  0.2593
H: 3.646 9.194 -0.875  0.3130
H: 5.230 8.814 -0.217  0.3395
O: -3.144 -0.797 6.024  -0.5633
C: -2.020 -0.582 5.670  0.7132
O: -1.389 0.513 6.136  -0.3655
C: -0.015 0.797 5.866  -0.4936
C: 0.179 1.445 4.509  -0.7384
C: -1.327 -1.474 4.664  -0.7592
H: 0.592 -0.101 5.987  0.3771
H: 0.285 1.489 6.650  0.3037
H: -0.139 0.793 3.696  0.1313
H: 1.229 1.696 4.355  0.3408
H: -0.412 2.359 4.444  0.3125
H: -1.692 -1.217 3.672  0.0577
H: -1.590 -2.506 4.885  0.3376
H: -0.242 -1.407 4.670  0.3481
O: -8.303 -1.582 4.707  -0.5487
C: -8.677 -2.708 4.879  0.8275
O: -8.538 -3.584 3.864  -0.3386
C: -8.822 -4.982 3.968  -0.4345
C: -10.299 -5.278 3.814  -1.0211
C: -9.341 -3.144 6.164  -1.0960
H: -8.412 -5.386 4.895  0.3787
H: -8.269 -5.440 3.150  0.3270
H: -10.892 -4.810 4.599  0.2829
H: -10.476 -6.353 3.846  0.3649
H: -10.661 -4.894 2.860  0.3161
H: -10.376 -2.804 6.147  0.2870
H: -8.825 -2.661 6.989  0.3138
H: -9.322 -4.216 6.340  0.3444